# C13H24BBeClCsF2N2Na3O9P2S

A molecular structure, C13H24BBeClCsF2N2Na3O9P2S in a non-equilibrium geometry (ωB97M-V/def2-TZVPD, the Open Molecules 2025 dataset).

```
60
C13H24BBeClCsF2N2Na3O9P2S, DFT ωB97M-V/def2-TZVPD
C 3.535 -1.411 0.401
H 4.206 -1.202 1.258
F 3.022 -0.015 -2.802
N -0.203 0.710 0.473
H -0.097 5.099 2.194
H -2.905 1.286 0.698
H 0.664 1.106 0.127
C -3.796 -6.094 -6.493
O -3.023 -6.226 -7.539
H -1.293 4.541 3.350
H -0.888 2.731 1.763
H -1.126 -2.749 3.348
H -0.234 2.252 3.350
Na 1.411 2.823 -0.413
O -4.905 -6.593 -6.346
O -3.174 -5.358 -5.689
N 4.117 -1.894 -0.686
P -0.574 -0.841 -0.394
P -1.264 -2.797 -1.260
C 2.568 5.559 5.418
C 1.297 -1.300 -0.507
H -4.501 -0.067 -0.945
H 0.851 2.792 2.070
Be 3.567 0.115 2.462
Na 5.528 -1.403 2.124
C 2.202 -1.091 0.589
C -0.608 -1.739 1.365
O -0.223 -4.099 -0.932
H -0.146 -0.446 -2.889
H 3.641 5.738 5.433
S 2.157 4.923 3.827
H -1.609 0.549 -2.334
C -0.133 2.960 2.519
F -2.300 -7.162 -9.115
C -0.558 0.098 -2.022
H 1.272 -2.024 -2.544
H 1.818 -0.663 1.534
O -1.644 -2.682 -2.934
H -0.511 -4.849 -1.470
H -0.081 0.500 1.464
Na -0.540 -3.628 -4.512
C -0.274 4.386 3.002
H 0.101 0.982 -1.888
H 3.684 -2.517 -2.595
Cs -1.945 4.374 5.119
O 0.583 4.652 4.116
Cl -2.242 2.139 -2.801
C -0.785 -2.309 2.425
O 2.270 5.968 2.865
B -2.499 -0.402 -0.115
H 2.302 4.822 6.173
C 3.269 -2.100 -1.670
H -4.147 -1.795 -0.853
O -2.843 0.377 1.026
C -3.691 -0.819 -1.087
O 2.808 3.668 3.654
C 1.881 -1.828 -1.661
H 2.028 6.491 5.575
H -3.427 -0.738 -2.158
H -2.594 -2.801 -3.068
```

Calculated values
Kohn-Sham gap (eV): 3.161
E_tot (Eh): -3583.20732

# C6H16N2

A molecular structure, C6H16N2 in a non-equilibrium geometry (ωB97M-V/def2-TZVPD, the Open Molecules 2025 dataset).

```
24
C6H16N2, DFT ωB97M-V/def2-TZVPD
C 0.481 -0.528 2.315
H -0.785 -1.886 1.307
N -1.761 0.387 -3.515
N -1.284 1.296 -0.001
H 1.805 -1.817 3.356
C -0.716 -0.892 1.739
H -1.623 -0.628 2.275
C 1.693 -1.389 2.354
H 1.625 -2.210 1.640
H -1.093 0.217 0.690
H 2.595 -0.809 2.153
H -1.511 -0.352 -4.162
C 1.648 0.842 0.032
H -1.426 1.264 -3.901
H 0.517 0.382 2.902
H -1.540 -0.820 -1.840
C -1.179 0.152 -2.199
C -1.595 1.219 -1.210
H 1.630 -0.201 -0.263
H -2.247 2.006 -1.608
H -0.076 0.089 -2.214
H 0.619 1.201 0.402
H 2.530 1.039 0.629
H 1.693 1.439 -0.879
```

Calculated values
Kohn-Sham gap (alpha / beta) (eV): 8.563 / 8.563
E_tot (Eh): -347.57123

# C10H18N3

A molecular structure, C10H18N3 in a non-equilibrium geometry (ωB97M-V/def2-TZVPD, the Open Molecules 2025 dataset).

```
31
C10H18N3, DFT ωB97M-V/def2-TZVPD
H 3.914 2.827 -0.450
N 1.697 0.822 0.577
H 1.354 -2.023 1.326
C -0.315 -0.580 -0.328
C 3.195 2.098 -0.383
H -2.596 0.274 0.015
H -0.612 -0.470 -2.383
C -0.472 -2.016 0.129
C -1.415 1.355 -1.734
C 1.084 -0.145 -0.454
H 3.331 1.417 1.698
H -2.714 0.927 1.683
H -0.375 1.881 -1.796
N -2.298 0.140 1.076
N 2.319 1.856 -1.358
H -0.656 1.311 0.756
H -0.447 0.024 1.882
H -0.115 -2.061 2.257
H -1.452 -2.372 0.369
H -2.202 -0.759 -1.457
C 0.382 -2.357 1.311
H -1.915 1.814 -0.819
H 2.098 -1.042 -0.880
C -1.211 -0.254 -1.501
H -2.017 1.463 -2.682
H -2.538 -0.732 1.451
C -0.835 0.249 0.946
C 2.946 1.309 0.730
H 0.491 -3.466 1.551
H -0.067 -2.625 -0.707
C 1.441 1.138 -0.827
```

Calculated values
Kohn-Sham gap (eV): 8.555
Charge: +1
E_tot (Eh): -555.64963

# C4H6ErLiO2

A molecular structure, C4H6ErLiO2 in a non-equilibrium geometry (ωB97M-V/def2-TZVPD, the Open Molecules 2025 dataset).

```
14
C4H6ErLiO2, DFT ωB97M-V/def2-TZVPD
H 2.600 2.202 1.962
O 0.741 2.422 -0.582
H -1.720 -1.990 0.650
H 1.093 -1.944 0.091
C -1.034 -1.876 -0.202
H -0.927 -2.849 -0.699
O -1.714 -0.929 -1.103
Er -0.037 0.500 -1.610
H -2.640 -1.125 -1.264
C 1.530 2.231 0.437
C 1.950 1.470 1.313
Li -0.256 3.983 -0.457
H 0.143 -0.874 1.250
C 0.272 -1.222 0.213
```

Calculated values
Kohn-Sham gap (alpha / beta) (eV): 7.097 / 7.186
Charge: +2
Multiplicity: 4
E_tot (Eh): -1328.33087
<S²>: 3.754

# C3H11NO2

3 unconnected molecules or ions with the total composition C3H11NO2 in a non-equilibrium geometry (ωB97M-V/def2-TZVPD, the Open Molecules 2025 dataset).

```
17
C3H11NO2, DFT ωB97M-V/def2-TZVPD
H -1.803 -1.901 -1.543
H 1.415 -2.001 0.915
H -2.797 -1.185 -0.323
H 2.600 1.240 -0.686
C -0.466 1.496 0.871
H -1.393 1.401 1.461
C -1.199 0.142 -0.911
O 3.474 1.245 -0.254
N -0.150 0.646 -0.012
H -1.076 0.337 -1.981
H 0.357 1.971 1.435
H -1.985 0.879 -0.646
H 3.305 0.591 0.437
C -1.754 -1.238 -0.670
O 1.641 -1.121 1.219
H 1.014 -0.664 0.620
H -1.184 -1.837 0.069
```

Calculated values
Kohn-Sham gap (eV): 10.225
E_tot (Eh): -326.06748

# C4H11NO2

2 unconnected molecules or ions with the total composition C4H11NO2 in a non-equilibrium geometry (ωB97M-V/def2-TZVPD, the Open Molecules 2025 dataset).

```
18
C4H11NO2, DFT ωB97M-V/def2-TZVPD
H -0.369 -2.608 -1.355
C -0.995 -0.405 0.246
N -0.692 0.905 0.089
H 3.056 2.001 1.824
H 1.044 -0.808 0.699
C 0.415 -1.906 -1.092
H -2.591 1.645 0.084
H 1.314 -2.512 -1.054
H -1.381 2.843 -0.339
C -1.653 1.808 -0.455
H 2.726 0.469 1.882
H 0.406 -1.175 -1.892
H -0.228 -2.153 0.958
H 0.275 1.183 -0.033
O -2.153 -0.805 0.229
H -1.914 1.599 -1.502
O 2.546 1.293 1.387
C 0.194 -1.375 0.323
```

Calculated values
Kohn-Sham gap (alpha / beta) (eV): 2.796 / 9.807
Charge: -1
Multiplicity: 2
E_tot (Eh): -364.21884
<S²>: 0.750